Entry 1:
Entry from OMol25: a cluster of 8 separate species, C4H25N2O9 in total at a distorted geometry (the ωB97M-V functional and the def2-TZVPD basis).

Each line ends with the Löwdin spin population.
CARTESIAN COORDINATES (ANGSTROEM)
1 O -0.4655 1.1002 1.9825  0.019
2 C -1.0037 1.0173 0.9164  0.029
3 O -1.7868 1.9657 0.3700  0.088
4 C -0.7978 -0.2152 -0.0070  0.008
5 C -0.2624 0.2568 -1.3740  0.023
6 C -0.9057 1.3182 -2.2498  0.089
7 N -0.4578 2.7132 -1.8957  0.138
8 N 0.1558 -1.1078 0.5594  0.003
9 H -2.2826 2.5973 0.9076  0.024
10 H -1.7349 -0.7620 -0.0889  0.001
11 H -0.1606 -0.7047 -1.8768  0.002
12 H 0.7695 0.5727 -1.2135  0.013
13 H -0.6458 1.0727 -3.2738  0.025
14 H -1.9764 1.2747 -2.1179  0.017
15 H -1.2863 3.3038 -1.6872  0.126
16 H 0.1375 2.6473 -1.0628  0.027
17 H 0.0986 3.1303 -2.6672  0.137
18 H 0.1006 -1.2400 1.5590  0.001
19 H 1.1254 -0.8276 0.4685  0.002
20 H 0.9205 -2.8602 -2.0477  0.000
21 H 2.4138 -3.1528 -2.3187  0.001
22 O 1.5903 -2.8818 -2.7299  0.003
23 H 3.4426 -0.6428 -1.2200  0.002
24 H 3.3122 0.7802 -0.5212  0.016
25 O 3.0065 -0.1255 -0.5452  0.033
26 H 0.6147 -2.2455 4.0663  0.000
27 H 0.4870 -3.4051 3.0487  0.000
28 O 0.1451 -2.5350 3.2784  0.001
29 H -4.2847 -1.4762 -1.0476  0.001
30 H -2.9210 -1.9384 -0.5828  0.000
31 O -3.4361 -1.7907 -1.3734  0.002
32 H 2.4708 0.2097 2.6722  0.002
33 H 2.0529 1.5013 3.5503  0.004
34 O 1.9943 0.5605 3.4227  0.012
35 H 1.6854 4.6775 0.2608  0.023
36 H 1.2813 3.3352 0.9978  0.021
37 O 1.2299 3.8331 0.1761  0.107
38 H -0.9094 -2.9990 1.5569  0.000
39 H -2.0892 -3.8863 1.1612  0.000
40 O -1.6279 -3.0712 0.9462  0.000

## Properties
Spin multiplicity: 2
HOMO-LUMO gap (alpha / beta): 3.067 / 9.415 eV
<S²>: 0.751
Calculated total energy: -953.94438 Eh
HOMO (alpha / beta): -2.911 / -9.347 eV

=====

Entry 2:
Entry from OMol25: a structure of composition C32H38N7OPdS2 at a distorted geometry (the ωB97M-V functional and the def2-TZVPD basis).

Each line ends with the Löwdin charge.
CARTESIAN COORDINATES (ANGSTROEM)
1 Pd -0.2710 0.4835 -0.2633  0.255
2 C 5.3517 -1.9431 -3.2019  -0.079
3 C 3.9038 -1.8777 -2.7712  -0.306
4 C 3.0857 -2.9672 -2.4256  -0.070
5 C 1.7840 -2.8043 -2.0090  -0.012
6 C 1.1840 -1.5106 -1.9295  -0.270
7 N -0.0351 -1.3148 -1.3729  -0.065
8 C -1.1083 -1.8651 -2.0002  -0.252
9 C -1.2723 -1.8266 -3.4330  -0.015
10 C -2.4794 -2.1662 -4.0219  -0.091
11 C -3.5978 -2.5642 -3.2918  -0.322
12 C -4.8867 -3.0005 -3.9842  -0.080
13 C -3.5085 -2.5422 -1.9083  -0.002
14 C -2.2448 -2.3800 -1.2865  -0.161
15 N -2.1501 -2.8852 0.0112  -0.080
16 C -3.0892 -2.8219 1.0289  -0.081
17 C -2.5791 -3.6106 2.0544  -0.111
18 C -1.3306 -4.1197 1.6066  -0.175
19 N -1.0150 -3.6461 0.3986  0.117
20 C 1.9691 -0.3958 -2.4177  -0.154
21 C 3.3167 -0.6234 -2.8547  -0.013
22 N 1.3859 0.8594 -2.7218  -0.042
23 C 1.7897 1.7462 -3.6702  -0.091
24 C 0.9461 2.8403 -3.6133  -0.091
25 C -0.0081 2.5865 -2.5775  -0.149
26 N 0.2328 1.3792 -2.0610  -0.047
27 H 5.6740 -2.9786 -3.3471  0.064
28 H 5.9965 -1.5331 -2.4312  0.065
29 H 5.5096 -1.3476 -4.1234  0.075
30 H 3.5384 -3.9571 -2.5127  0.099
31 H 1.1726 -3.6456 -1.7031  0.104
32 H -0.4690 -1.4047 -4.0208  0.100
33 H -2.5907 -2.1027 -5.1128  0.098
34 H -4.7268 -3.0380 -5.0808  0.068
35 H -5.7307 -2.3300 -3.7672  0.064
36 H -5.1788 -3.9875 -3.6081  0.064
37 H -4.3806 -2.8041 -1.2576  0.116
38 H -4.0568 -2.2865 0.9274  0.121
39 H -3.1432 -3.8439 2.9790  0.087
40 H -0.6466 -4.7639 2.1197  0.081
41 H 3.8244 0.2663 -3.2716  0.106
42 H 2.5636 1.6289 -4.4178  0.113
43 H 1.1024 3.7232 -4.1913  0.067
44 H -0.9036 3.1446 -2.2751  0.102
45 C -1.4264 2.5455 1.7583  -0.263
46 S -1.1060 0.7766 1.9054  0.726
47 O -0.1124 0.5658 2.9664  -0.515
48 C -2.7336 0.2660 2.4771  -0.381
49 C -2.8367 -0.4555 3.6343  -0.081
50 C -4.1214 -0.8327 4.0949  -0.074
51 C -5.2499 -0.4775 3.3301  -0.100
52 C -5.0908 0.3167 2.1942  -0.108
53 C -3.8400 0.6566 1.7330  -0.110
54 H -1.5520 2.8823 2.7786  0.039
55 H -2.3342 2.6946 1.1504  0.039
56 H -0.5352 3.0645 1.3039  0.039
57 H -1.9120 -0.7249 4.1245  0.103
58 H -4.2277 -1.3409 5.0566  0.098
59 H -6.2315 -0.8580 3.6366  0.097
60 H -5.9427 0.6256 1.5970  0.100
61 H -3.7404 1.1052 0.7344  0.114
62 C 2.8024 2.8317 4.3056  -0.068
63 N 3.0698 1.9199 3.2033  -0.212
64 C 3.2534 0.4883 3.5180  -0.084
65 C 2.8005 2.2608 1.9240  -0.738
66 S 2.4370 1.1143 0.6808  0.665
67 N 2.8612 3.5943 1.5874  -0.223
68 C 2.1820 4.1313 0.3771  -0.083
69 C 3.8883 4.4558 2.1700  -0.087
70 H 2.3441 2.2885 5.1444  0.093
71 H 2.1020 3.6079 3.9689  0.092
72 H 3.7404 3.2859 4.6313  0.072
73 H 3.7740 0.4208 4.4823  0.081
74 H 3.8836 0.1237 2.6897  0.059
75 H 2.2945 -0.0305 3.5290  0.070
76 H 1.2592 3.6007 0.1364  0.038
77 H 2.8203 3.9783 -0.4776  0.070
78 H 2.0457 5.1974 0.5736  0.082
79 H 4.6144 3.9194 2.7769  0.080
80 H 3.4506 5.2685 2.7535  0.078
81 H 4.4414 4.9636 1.3600  0.087

## Properties
Spin multiplicity: 1
HOMO-LUMO gap: 4.735 eV
Calculated total energy: -2624.86335 Eh
HOMO: -2.226 eV
Total charge: -1

=====

Entry 3:
Entry from OMol25: a structure of composition C25H28BF4MoN6O3 at a distorted geometry (the ωB97M-V functional and the def2-TZVPD basis).

Each line ends with the natural charge from an NBO analysis.
CARTESIAN COORDINATES (ANGSTROEM)
1 Mo -0.3430 0.0283 -0.4311  1.308
2 C -0.7046 -1.3637 -3.3486  -0.231
3 C -1.1409 0.0410 -3.7161  -0.240
4 N -0.7549 0.9511 -2.6209  -0.573
5 C -1.5859 2.1485 -2.5522  -0.252
6 C -1.3359 2.8826 -1.2724  0.232
7 C -1.3734 4.2542 -1.2240  -0.235
8 C -1.3665 4.8820 0.0155  -0.108
9 C -1.4421 4.0939 1.1398  -0.236
10 C -1.4017 2.7091 1.0260  0.264
11 C -1.6271 1.9301 2.3004  -0.297
12 N -2.1630 0.5863 2.1560  -0.448
13 C -2.6264 0.0864 1.0345  -0.015
14 C -1.9669 -1.1007 -1.2233  -0.448
15 N -0.7653 -1.4911 -1.8805  -0.545
16 N -1.2257 2.1092 -0.1652  -0.479
17 H 0.3092 -1.5604 -3.6776  0.233
18 H -1.3611 -2.1070 -3.7980  0.228
19 H -2.2199 0.0943 -3.8484  0.208
20 H -0.6829 0.3439 -4.6570  0.229
21 H 0.2003 1.2559 -2.7646  0.435
22 H -2.6326 1.8373 -2.5530  0.222
23 H -1.4418 2.8089 -3.4073  0.218
24 H -1.4364 4.8215 -2.1438  0.240
25 H -1.3652 5.9626 0.0919  0.243
26 H -1.5594 4.5354 2.1226  0.238
27 H -2.3160 2.5175 2.9072  0.233
28 H -0.6871 1.8587 2.8445  0.298
29 H -1.7438 -0.1029 2.7709  0.437
30 H -3.2029 0.7456 0.3995  0.202
31 H -2.9519 -0.9441 1.1050  0.269
32 H -2.7111 -0.6424 -1.8659  0.202
33 H -2.4005 -1.9045 -0.6365  0.293
34 H -0.4945 -2.4215 -1.5501  0.477
35 O 1.0885 1.4585 3.7591  -0.695
36 C 1.2692 0.2055 4.2954  0.393
37 C 1.5216 0.0506 5.6522  -0.317
38 C 1.7424 -1.2079 6.1807  -0.151
39 C 1.7117 -2.3253 5.3535  -0.236
40 C 1.4657 -2.1665 4.0053  -0.113
41 C 1.2424 -0.9003 3.4516  -0.223
42 C 1.0139 -0.8163 1.9973  0.585
43 O 0.2595 0.1441 1.4315  -0.693
44 N 1.5429 -1.7070 1.2515  -0.319
45 N 1.2337 -1.4104 -0.0591  -0.267
46 C 2.0431 -1.9195 -0.9187  0.189
47 C 2.2949 -1.2869 -2.1755  -0.244
48 C 2.9931 -1.9486 -3.1995  -0.134
49 C 3.4277 -1.2676 -4.3091  -0.249
50 C 3.2214 0.1170 -4.3833  -0.163
51 C 2.5698 0.7957 -3.3749  -0.263
52 C 2.0625 0.1101 -2.2568  0.345
53 O 1.4093 0.7823 -1.3238  -0.703
54 H 1.2434 2.1084 4.4519  0.489
55 H 1.5504 0.9291 6.2912  0.214
56 H 1.9395 -1.3144 7.2401  0.228
57 H 1.8714 -3.3146 5.7620  0.232
58 H 1.4184 -3.0245 3.3480  0.249
59 H 2.6878 -2.7207 -0.5691  0.232
60 H 3.1778 -3.0139 -3.1016  0.229
61 H 3.9466 -1.7878 -5.1041  0.234
62 H 3.5914 0.6692 -5.2394  0.228
63 H 2.4465 1.8736 -3.4137  0.221
64 F -1.1951 -2.1739 1.5415  -0.589
65 B -1.5006 -3.4364 0.8959  1.361
66 F -0.6898 -3.5004 -0.3025  -0.583
67 F -2.8584 -3.3658 0.5064  -0.560
68 F -1.2217 -4.4815 1.7388  -0.531

## Properties
Spin multiplicity: 1
HOMO-LUMO gap (alpha / beta): 6.639 / 6.699 eV
Calculated total energy: -2016.23650 Eh
HOMO (alpha / beta): -10.756 / -10.625 eV
Total charge: +1

=====

Which of these has the highest calculated total energy?
C4H25N2O9